Model A:
CH6NOP | ωB97M-V with the def2-TZVPD basis set

Atoms and positions in Å:
C: 1.280 0.867 0.177
N: -1.145 -0.884 -0.519
O: 1.686 -0.391 -0.246
P: -1.261 0.735 0.180
H: 1.529 1.761 -0.454
H: 1.371 0.901 1.314
H: -2.080 -1.409 -0.547
H: -1.104 -0.694 -1.487
H: 1.182 -1.017 0.197
H: -1.456 0.130 1.386

Computed properties:
charge = 0
spin multiplicity = 1
orbital gap = 8.36 eV

=====

Model B:
CH6NOP | ωB97M-V with the def2-TZVPD basis set

Atoms and positions in Å:
C: 1.036 0.877 -0.200
N: -1.221 -0.065 0.972
O: -0.331 -1.056 -1.335
P: 0.282 -0.822 0.234
H: 1.523 0.722 -1.147
H: 1.623 1.304 0.486
H: 0.174 1.640 -0.172
H: -0.968 0.041 2.003
H: -1.991 -0.728 0.904
H: -0.127 -1.913 -1.745

Computed properties:
structure (SMILES) = CP(N)O
charge = 0
spin multiplicity = 1
orbital gap = 9.60 eV

=====

The winner here is model B, beating the second structure by 2.748 eV.

=====

Model A:
C4H12N2S | ωB97M-V with the def2-TZVPD basis set

Atoms and positions in Å:
C: -0.004 1.558 0.007
N: -0.959 1.005 0.903
C: -1.662 -0.122 0.426
N: -2.574 -0.650 1.474
C: 1.448 1.092 0.207
C: 1.698 -0.494 0.078
S: 1.024 -1.151 -1.499
H: -0.453 1.333 -0.925
H: -0.171 2.740 0.027
H: -0.401 0.733 1.740
H: -0.932 -0.968 0.221
H: -2.298 0.048 -0.516
H: -2.810 -1.637 1.361
H: -3.416 -0.090 1.789
H: 2.070 1.867 -0.415
H: 1.753 1.279 1.280
H: 2.745 -0.733 0.211
H: 1.059 -1.013 0.868
H: 2.316 0.158 -2.602

Computed properties:
charge = -1
spin multiplicity = 2
orbital gap (alpha / beta) = 5.32 / 6.94 eV

=====

Model B:
C4H12N2S | ωB97M-V with the def2-TZVPD basis set

Atoms and positions in Å:
C: 0.339 1.912 0.266
C: 0.302 1.923 -1.089
N: 0.776 0.749 -1.830
N: -0.414 2.738 1.101
H: 0.891 1.104 0.770
H: -0.187 2.664 -1.719
H: 1.077 1.002 -2.754
H: 1.499 -0.171 -1.125
H: -0.054 0.166 -1.924
H: -1.264 3.127 0.695
H: -0.591 2.343 2.045
C: -1.078 -1.956 0.747
C: 0.331 -2.518 0.738
S: 1.567 -1.539 -0.256
H: -1.479 -1.943 -0.271
H: -1.064 -0.917 1.037
H: -1.732 -2.559 1.382
H: 0.380 -3.531 0.390
H: 0.700 -2.593 1.796

Computed properties:
charge = -1
spin multiplicity = 2
orbital gap (alpha / beta) = 2.64 / 7.76 eV

=====

Model C:
C4H12N2S | ωB97M-V with the def2-TZVPD basis set

Atoms and positions in Å:
C: -1.158 -1.721 -2.318
C: 0.219 -1.683 -1.629
S: 0.069 -1.922 0.214
H: -1.904 -1.276 -1.663
H: -1.490 -2.739 -2.553
H: -1.083 -1.167 -3.253
H: 0.723 -0.710 -1.739
H: 0.918 -2.446 -2.006
C: -1.265 1.663 1.563
N: -0.032 0.924 1.333
C: 1.137 1.429 1.478
N: 2.258 0.722 1.258
H: -1.801 1.287 2.446
H: -1.941 1.588 0.696
H: -0.976 2.693 1.784
H: -0.081 -0.293 0.801
H: 1.184 2.467 1.815
H: 2.184 -0.157 0.747
H: 3.040 1.339 1.027

Computed properties:
charge = -1
spin multiplicity = 2
orbital gap (alpha / beta) = 3.24 / 7.39 eV

=====

Model D:
C4H12N2S | ωB97M-V with the def2-TZVPD basis set

Atoms and positions in Å:
C: -0.801 0.734 0.546
N: 0.107 -0.399 0.133
C: -0.084 -0.531 -1.310
C: 0.882 -1.571 -1.929
S: 1.216 -1.179 -3.685
C: -1.086 0.784 2.100
N: 0.132 1.240 2.760
H: -1.830 0.687 0.045
H: -0.161 1.659 0.221
H: 1.004 -0.063 0.234
H: -1.011 -0.836 -1.612
H: -0.158 0.405 -1.861
H: 0.625 -2.672 -1.962
H: 1.820 -1.795 -1.380
H: 1.438 0.131 -3.530
H: -1.394 -0.260 2.434
H: -1.864 1.471 2.509
H: 0.158 1.439 3.754
H: 1.007 0.757 2.532

Computed properties:
charge = -1
spin multiplicity = 2
orbital gap (alpha / beta) = 2.17 / 8.83 eV

=====

The winner here is model C, beating the second structure by 0.807 eV.

=====

Model A:
C5H7FOS | ωB97M-V with the def2-TZVPD basis set

Atoms and positions in Å:
C: -0.369 1.183 0.760
C: -0.431 -0.217 1.383
C: 0.721 -1.407 -0.368
C: 0.475 -0.222 -1.315
C: -0.015 1.070 -0.757
H: 0.450 1.709 1.272
H: -0.331 -0.085 2.439
H: -1.356 -0.674 1.073
H: 1.679 -1.863 -0.579
H: 0.006 -2.237 -0.648
H: 1.133 -0.178 -2.187
H: 0.284 2.010 -1.228
O: 0.604 -1.085 0.993
F: -1.578 1.789 0.904
S: -1.271 0.207 -1.741

Computed properties:
structure (SMILES) = F[C@H]1COC[C@H]2S[C@@H]12
charge = 0
spin multiplicity = 1
orbital gap = 9.80 eV

=====

Model B:
C5H7FOS | ωB97M-V with the def2-TZVPD basis set

Atoms and positions in Å:
C: 0.679 1.621 0.280
C: 0.624 0.246 -0.331
C: 0.429 -1.051 0.461
C: -0.656 -0.567 -0.489
C: -1.883 -0.111 0.123
H: 1.713 1.909 0.457
H: 0.246 2.300 -0.483
H: 0.171 1.651 1.250
H: 0.168 -0.924 1.533
H: 1.539 -1.881 -0.801
H: -0.767 -1.216 -1.408
H: -1.748 0.358 1.095
O: 1.262 -2.083 0.121
F: 1.579 0.095 -1.343
S: -3.357 -0.346 -0.465

Computed properties:
structure (SMILES) = C[C@@]1(F)[C@H](O)[C@H]1C=S
charge = 0
spin multiplicity = 1
orbital gap = 8.54 eV

=====

Model C:
C5H7FOS | ωB97M-V with the def2-TZVPD basis set

Atoms and positions in Å:
C: 1.194 -1.657 0.490
C: 0.049 -0.722 0.969
C: 0.556 0.627 1.203
C: -0.434 0.303 -0.071
C: 0.145 0.313 -1.406
H: 1.930 -2.131 1.312
H: 0.867 -2.428 -0.279
H: 2.040 -1.037 -0.062
H: 1.529 1.140 0.880
H: -0.030 1.027 3.234
H: -1.394 0.771 0.276
H: 1.283 0.067 -1.448
O: 0.244 1.471 2.288
F: -0.952 -1.178 1.895
S: -0.542 0.516 -2.899

Computed properties:
structure (SMILES) = C[C@@]1(F)[C@H](O)[C@H]1C=S
charge = 0
spin multiplicity = 1
orbital gap = 8.32 eV

=====

Model D:
C5H7FOS | ωB97M-V with the def2-TZVPD basis set

Atoms and positions in Å:
C: -0.159 -0.618 0.669
C: -0.546 -1.225 -0.714
C: 0.291 0.904 -1.104
C: 0.173 2.198 -0.309
C: -0.258 0.785 0.299
H: 2.220 -0.453 0.524
H: -0.964 -0.710 1.366
H: -1.697 -1.328 -0.797
H: -0.094 -2.218 -0.993
H: 1.317 0.639 -1.333
H: -0.668 2.968 -0.375
H: 1.187 2.550 -0.342
O: -0.509 -0.140 -1.668
F: -1.662 0.916 -0.053
S: 1.295 -1.302 1.420

Computed properties:
structure (SMILES) = F[C@]12C[C@@H]1OC[C@H]2S
charge = 0
spin multiplicity = 1
orbital gap = 9.84 eV

=====

The winner here is model A, beating the second structure by 0.726 eV.

=====

Model A:
C20H31N5O4 | ωB97M-V with the def2-TZVPD basis set

Atoms and positions in Å:
C: -3.986 3.698 -2.927
C: -2.865 2.992 -2.168
C: -2.989 1.475 -2.257
C: -2.830 3.474 -0.704
N: -1.521 3.886 -0.235
N: -0.537 2.894 -0.080
C: 0.684 3.535 -0.229
C: 1.939 2.801 0.123
C: 3.153 3.670 -0.148
O: 3.709 4.314 0.724
N: 3.550 3.697 -1.431
C: 3.054 3.108 -2.677
C: 4.098 3.976 -3.434
C: 3.547 4.990 -4.422
N: 3.361 4.454 -5.766
C: 4.478 4.634 -6.675
C: 2.189 3.847 -6.070
O: 1.338 3.678 -5.199
C: 2.001 3.408 -7.511
C: 0.638 2.910 -7.995
O: 0.457 2.807 -9.196
N: -0.267 2.563 -7.064
C: -1.563 2.082 -7.431
C: -2.582 1.963 -6.347
C: -2.737 3.016 -7.416
C: 4.530 4.563 -2.066
C: 0.511 4.790 -0.679
C: -0.925 5.027 -0.781
O: -1.556 5.956 -1.250
H: -4.955 3.485 -2.466
H: -3.833 4.778 -2.914
H: -4.036 3.365 -3.965
H: -1.913 3.287 -2.623
H: -3.933 1.142 -1.816
H: -2.973 1.136 -3.295
H: -2.174 0.981 -1.726
H: -3.457 4.356 -0.580
H: -3.208 2.704 -0.027
H: -0.649 2.381 0.788
H: 1.947 2.559 1.187
H: 1.983 1.866 -0.444
H: 3.209 2.030 -2.745
H: 2.018 3.350 -2.909
H: 4.882 3.383 -3.906
H: 2.593 5.381 -4.063
H: 4.243 5.827 -4.507
H: 4.366 4.032 -7.570
H: 4.578 5.683 -6.967
H: 5.402 4.327 -6.182
H: 2.266 4.222 -8.187
H: 2.705 2.599 -7.729
H: -0.041 2.783 -6.101
H: -1.538 1.329 -8.206
H: -3.243 1.108 -6.353
H: -2.290 2.303 -5.361
H: -2.542 4.041 -7.132
H: -3.502 2.882 -8.168
H: 4.316 5.627 -1.928
H: 5.559 4.368 -1.763
H: 1.272 5.503 -0.944

Computed properties:
structure (SMILES) = CC(C)Cn1[nH]c(CC(=O)N2CC(CN(C)C(=O)CC(=O)NC3CC3)C2)cc1=O
charge = 0
spin multiplicity = 1
orbital gap = 9.01 eV

=====

Model B:
C20H31N5O4 | ωB97M-V with the def2-TZVPD basis set

Atoms and positions in Å:
C: 1.246 -2.098 -0.775
C: -0.043 -2.419 -1.528
C: -0.785 -1.140 -1.903
C: -0.951 -3.401 -0.780
N: -1.591 -2.896 0.416
N: -0.858 -2.607 1.569
C: -1.718 -1.916 2.408
C: -1.270 -1.542 3.789
C: -1.871 -0.182 4.115
O: -2.930 -0.073 4.705
N: -1.188 0.883 3.635
C: -0.199 0.941 2.542
C: -0.919 2.190 1.989
C: -1.696 1.970 0.695
N: -1.036 2.421 -0.534
C: -1.908 3.011 -1.541
C: 0.217 1.983 -0.810
O: 0.847 1.329 0.019
C: 0.781 2.358 -2.168
C: 2.177 1.900 -2.592
O: 2.563 2.202 -3.708
N: 2.913 1.196 -1.711
C: 4.250 0.796 -2.025
C: 4.776 -0.429 -1.348
C: 4.463 -0.454 -2.821
C: -1.830 2.142 3.246
C: -2.865 -1.622 1.767
C: -2.803 -2.224 0.438
O: -3.575 -2.171 -0.506
H: 1.043 -1.508 0.119
H: 1.775 -3.008 -0.480
H: 1.911 -1.512 -1.411
H: 0.228 -2.941 -2.452
H: -1.052 -0.578 -1.004
H: -0.144 -0.504 -2.518
H: -1.705 -1.351 -2.449
H: -1.781 -3.695 -1.423
H: -0.393 -4.305 -0.520
H: -0.395 -3.420 1.963
H: -1.642 -2.254 4.525
H: -0.179 -1.521 3.830
H: 0.814 1.122 2.899
H: -0.200 0.082 1.874
H: -0.297 3.079 1.914
H: -1.974 0.912 0.610
H: -2.628 2.535 0.752
H: -1.347 3.623 -2.240
H: -2.455 2.246 -2.100
H: -2.630 3.656 -1.045
H: 0.108 2.002 -2.950
H: 0.791 3.446 -2.267
H: 2.508 1.040 -0.796
H: 4.935 1.615 -2.205
H: 5.812 -0.430 -1.039
H: 4.103 -0.956 -0.684
H: 3.574 -0.982 -3.137
H: 5.283 -0.470 -3.525
H: -2.900 2.024 3.064
H: -1.676 2.949 3.963
H: -3.688 -1.039 2.145

Computed properties:
structure (SMILES) = CC(C)Cn1[nH]c(CC(=O)N2CC(CN(C)C(=O)CC(=O)NC3CC3)C2)cc1=O
charge = 0
spin multiplicity = 1
orbital gap = 9.16 eV

=====

The winner here is model B, beating the second structure by 0.180 eV.

=====

Model A:
C7H14Si | ωB97M-V with the def2-TZVPD basis set

Atoms and positions in Å:
C: -2.492 -0.419 0.270
C: -1.486 0.288 0.197
C: -3.737 -1.144 0.469
C: 0.523 -1.063 -1.861
C: 1.750 -0.905 0.412
C: 1.135 2.369 0.822
C: 1.317 -0.172 -0.912
Si: 0.118 1.154 -0.167
H: -4.445 -0.953 -0.340
H: -3.473 -2.236 0.442
H: -4.151 -0.826 1.439
H: 0.488 -0.662 -2.846
H: 0.937 -2.053 -1.834
H: -0.512 -1.337 -1.564
H: 0.719 -0.921 0.968
H: 2.596 -0.434 0.871
H: 2.054 -1.876 0.063
H: 0.424 2.988 1.404
H: 1.881 1.745 1.463
H: 1.741 2.987 0.199
H: 2.224 0.142 -1.510
H: -0.491 2.032 -2.027

Computed properties:
charge = 0
spin multiplicity = 1
orbital gap = 9.19 eV

=====

Model B:
C7H14Si | ωB97M-V with the def2-TZVPD basis set

Atoms and positions in Å:
C: -0.008 2.409 0.700
C: -0.220 1.417 0.048
C: 0.047 3.739 1.249
C: -0.140 -1.425 1.606
C: 1.384 -1.595 -0.290
C: -0.750 -0.162 -2.644
C: -0.101 -1.528 0.048
Si: -1.000 -0.095 -0.621
H: 0.901 3.772 1.972
H: 0.170 4.421 0.361
H: -0.876 3.766 1.761
H: 0.388 -0.519 1.806
H: -1.082 -1.384 2.042
H: 0.349 -2.268 1.979
H: 1.628 -0.612 -0.076
H: 1.608 -1.886 -1.366
H: 1.987 -2.193 0.421
H: -0.718 -1.211 -2.960
H: -1.518 0.481 -3.256
H: 0.265 0.262 -2.717
H: -0.726 -2.415 -0.349
H: -2.432 -0.080 0.021

Computed properties:
structure (SMILES) = CC#C[Si@@H](C)C(C)C
charge = 0
spin multiplicity = 1
orbital gap = 10.37 eV

=====

The winner here is model B, beating the second structure by 1.601 eV.

=====

Model A:
C5H13N4 | ωB97M-V with the def2-TZVPD basis set

Atoms and positions in Å:
C: -1.022 1.105 -0.030
C: 0.268 0.780 -0.203
C: -2.002 0.093 0.489
C: 0.664 -0.623 0.160
C: 1.377 1.691 -0.551
N: -3.112 -0.114 -0.294
N: 1.200 -0.612 1.514
N: 1.482 -1.267 -0.766
N: -0.718 -1.245 0.253
H: -1.424 2.133 -0.217
H: -2.050 0.191 1.594
H: 1.396 2.645 -0.013
H: 1.246 2.112 -1.544
H: 2.239 0.982 -0.388
H: -2.934 -0.164 -1.310
H: -3.880 -0.747 0.023
H: 1.161 0.291 1.895
H: 2.174 -1.079 1.535
H: 1.807 -2.181 -0.517
H: 1.225 -1.285 -1.712
H: -0.942 -1.901 0.971
H: -1.124 -1.686 -0.603

Computed properties:
charge = +1
spin multiplicity = 1
orbital gap = 10.70 eV

=====

Model B:
C5H13N4 | ωB97M-V with the def2-TZVPD basis set

Atoms and positions in Å:
C: 0.795 -1.098 0.320
C: -0.484 -0.858 0.070
C: 1.744 0.048 0.463
C: -0.947 0.574 -0.006
C: -1.551 -1.882 -0.121
N: 2.838 0.043 -0.412
N: -1.588 1.032 1.095
N: -1.466 0.961 -1.195
N: 0.789 1.313 0.066
H: 1.196 -2.094 0.409
H: 2.011 0.229 1.508
H: -2.344 -1.733 0.610
H: -1.146 -2.882 -0.011
H: -1.998 -1.787 -1.108
H: 2.891 -0.745 -1.042
H: 3.735 0.282 -0.017
H: -1.312 0.696 2.001
H: -2.026 1.938 1.070
H: -1.916 1.858 -1.268
H: -1.089 0.573 -2.042
H: 0.903 2.081 0.719
H: 1.090 1.613 -0.859

Computed properties:
charge = +1
spin multiplicity = 1
orbital gap = 10.58 eV

=====

The winner here is model B, beating the second structure by 1.145 eV.